Density functional theory data (the ωB97M-V functional and the def2-TZVPD basis) for 6 unconnected molecules or ions with the total composition C24H66N6O6 in a non-equilibrium geometry.

The geometry in XYZ format:
```
102
Properties=species:S:1:pos:R:3:forces:R:3
C -4.722 19.820 -18.389 0.08 0.09 0.93
C -3.207 19.927 -18.072 -0.01 -0.24 -1.61
C -2.383 18.937 -18.923 -0.72 -1.73 2.41
O -1.016 18.955 -18.568 1.85 0.43 1.20
C -0.702 18.828 -17.119 -0.92 -0.10 -1.94
N -2.738 21.208 -18.511 -0.38 1.87 -0.10
H -5.368 20.388 -17.721 0.50 0.46 0.30
H -5.122 18.819 -18.227 0.28 -0.28 -0.61
H -4.959 20.242 -19.366 0.18 -0.47 -0.25
H -2.976 19.808 -17.013 -0.30 -0.16 -0.02
H -2.512 19.074 -19.996 0.22 0.22 0.11
H -2.662 17.922 -18.643 -0.76 -0.48 -0.40
H 0.214 18.248 -17.004 0.23 0.28 -0.32
H -1.479 18.252 -16.616 -0.22 0.09 0.08
H -0.606 19.819 -16.676 0.04 -0.10 0.10
H -1.748 21.383 -18.418 0.15 -0.37 0.37
H -2.892 21.226 -19.509 -0.15 0.44 -0.22
C 2.101 22.067 -12.939 0.68 0.37 -1.31
C 1.438 22.342 -11.668 -0.36 -1.53 1.67
C 1.274 23.777 -11.363 0.71 1.57 1.08
O 0.715 24.064 -10.071 -0.49 -1.55 0.19
C 1.659 23.812 -9.005 0.84 1.75 -0.92
N 0.132 21.708 -11.640 -0.07 -0.08 -0.16
H 2.288 21.000 -13.058 0.18 0.14 0.08
H 3.008 22.672 -12.943 0.36 -0.35 -0.44
H 1.491 22.378 -13.787 -0.09 0.12 -0.14
H 2.032 21.846 -10.900 0.17 0.13 0.29
H 0.621 24.212 -12.120 -0.15 0.28 0.12
H 2.234 24.293 -11.386 0.29 0.20 -0.35
H 2.405 23.047 -9.224 -0.34 -0.32 -0.04
H 1.286 23.707 -7.987 -0.83 -0.31 -0.50
H 2.200 24.759 -9.007 0.60 0.02 0.48
H -0.351 22.360 -12.241 -1.10 -0.31 -0.30
H -0.227 21.916 -10.719 -0.45 -0.13 0.25
C 0.440 13.548 -17.964 -0.39 -1.37 0.21
C 1.571 14.367 -17.362 -1.73 -1.12 0.83
C 1.690 15.698 -18.121 0.92 0.89 0.65
O 2.266 15.421 -19.356 -1.26 0.95 -0.13
C 1.665 16.237 -20.400 0.11 -0.83 -0.94
N 1.230 14.570 -15.940 1.30 1.13 -2.68
H 0.653 13.233 -18.986 0.04 0.41 -0.03
H -0.571 13.945 -17.872 0.18 0.53 -0.16
H 0.411 12.632 -17.374 -0.04 -0.22 -0.14
H 2.490 13.809 -17.545 0.19 0.16 0.75
H 2.354 16.298 -17.498 0.38 0.35 -0.11
H 0.730 16.215 -18.122 -0.21 -0.07 -0.48
H 2.178 17.184 -20.570 0.01 0.09 0.61
H 0.591 16.366 -20.267 0.07 0.20 0.41
H 1.759 15.697 -21.342 0.24 -0.24 0.15
H 2.004 14.935 -15.404 1.87 -0.44 1.78
H 0.591 15.325 -15.737 -1.55 -0.25 -0.37
C 1.269 17.710 -14.062 0.42 1.14 0.75
C 2.684 17.596 -14.639 -0.41 1.09 -0.39
C 3.766 18.561 -14.048 0.50 -1.40 -0.71
O 5.040 18.275 -14.798 -2.21 -0.03 1.47
C 6.238 18.613 -14.103 -0.53 0.83 -0.19
N 3.104 16.208 -14.554 0.65 -0.57 -1.06
H 1.305 17.495 -12.994 -0.31 -0.11 0.07
H 0.470 17.137 -14.531 0.43 -0.58 -0.17
H 0.891 18.725 -14.183 0.21 0.27 0.24
H 2.570 17.932 -15.670 0.37 -0.59 -0.46
H 3.784 18.301 -12.989 0.81 -0.03 0.29
H 3.491 19.615 -14.100 0.10 -0.03 -0.41
H 6.133 19.613 -13.681 0.18 0.28 -0.12
H 7.004 18.623 -14.878 0.16 -0.10 0.33
H 6.491 17.982 -13.251 -0.09 -0.54 -0.19
H 3.442 15.938 -13.642 -0.73 -0.02 0.92
H 3.965 16.091 -15.069 0.27 0.19 -0.67
C -0.514 14.144 -10.659 1.62 -0.20 -1.45
C 1.000 14.027 -11.165 -0.50 1.36 0.76
C 2.122 14.904 -10.478 -2.09 -0.56 -1.07
O 3.170 14.945 -11.438 0.89 0.16 0.64
C 4.386 15.320 -10.822 1.27 -0.55 0.42
N 1.372 12.628 -11.129 -0.19 -0.51 -0.10
H -1.038 13.334 -11.167 0.09 -0.58 0.50
H -1.012 14.966 -11.174 0.22 0.73 0.80
H -0.617 14.074 -9.577 -0.15 0.21 -0.23
H 1.009 14.285 -12.224 -0.15 0.88 -0.18
H 2.338 14.428 -9.522 0.68 -0.17 -0.05
H 1.835 15.935 -10.275 -0.44 0.05 0.06
H 4.615 14.690 -9.963 -0.28 -0.23 0.18
H 4.510 16.336 -10.447 -0.82 0.43 -0.18
H 5.251 15.163 -11.466 -0.34 -0.09 -0.60
H 2.300 12.495 -11.506 0.52 0.21 0.19
H 0.803 12.298 -11.895 -0.26 -1.03 0.15
C 5.496 16.820 -20.324 -0.43 1.39 1.01
C 6.391 15.976 -19.433 -0.63 0.38 0.23
C 6.095 16.171 -17.944 -0.04 0.42 -0.82
O 7.118 15.532 -17.238 -0.61 -0.90 0.81
C 6.919 15.196 -15.855 0.69 0.67 -0.87
N 6.079 14.629 -19.883 0.50 -0.62 -0.38
H 5.448 17.838 -19.937 0.37 0.47 -0.22
H 4.465 16.489 -20.200 0.09 -0.42 -0.36
H 5.787 16.860 -21.374 -0.01 -0.26 0.13
H 7.424 16.318 -19.489 0.37 -0.47 -0.57
H 5.074 15.799 -17.851 -0.29 -0.53 0.89
H 6.106 17.222 -17.656 -0.25 0.31 -0.25
H 7.002 16.056 -15.191 0.32 0.37 -0.10
H 7.768 14.529 -15.703 -0.47 -0.22 0.63
H 5.942 14.789 -15.596 -0.10 -0.65 -0.49
H 6.005 13.851 -19.244 0.55 0.37 0.39
H 6.693 14.386 -20.647 -0.10 -0.32 0.02
```
Forces are in eV/Å.

net charge	+1
F_max	3.2	eV/A
orbital gap (spin up / spin down)	8.66 / 3.22	eV
multiplicity	2
energy above the lowest of the compared OMol25 structures with the same formula, charge and spin	43.3	kJ/mol
expectation value of S²	0.755